1.
This record from the Open Molecules 2025 dataset describes a structure of composition C34H38BBrMnN4O2SSi. The level of theory is the ωB97M-V functional and the def2-TZVPD basis.

- Relative energy (zero: lowest compared OMol25 entry of this formula, charge and spin): 0.00 kJ/mol
- HOMO (alpha / beta): -7.15 / -7.16 eV
- Orbital gap (alpha / beta): 7.1 / 7.1 eV
- Multiplicity: 2

Positions of all 83 atoms, in Å:
Mn (0.4063, -1.1989, 0.3888)
Br (2.6777, -2.3290, 0.7296)
C (3.6534, -0.6971, 0.6654)
C (5.0064, -0.7377, 0.8141)
C (5.7270, 0.4746, 0.7457)
C (5.0663, 1.6478, 0.5239)
C (3.6576, 1.6812, 0.3738)
C (2.9695, 2.9012, 0.1564)
C (1.6116, 2.9006, 0.0425)
C (0.8831, 1.6914, 0.1379)
C (1.4778, 0.4662, 0.3277)
C (2.9057, 0.4795, 0.4474)
H (5.5180, -1.6759, 0.9795)
H (6.8027, 0.4583, 0.8627)
H (5.6126, 2.5819, 0.4650)
H (3.5395, 3.8206, 0.0937)
H (1.0805, 3.8323, -0.1177)
H (-0.1968, 1.7527, 0.0524)
C (-2.8350, -3.5706, 1.0841)
C (-1.6168, -3.8563, 0.2756)
C (-0.9389, -5.0293, 0.2534)
C (0.2105, -5.1705, -0.5717)
C (0.7014, -4.1406, -1.3091)
C (0.0450, -2.8760, -1.2370)
N (-1.1370, -2.8186, -0.4959)
N (0.3434, -1.6920, -1.7152)
Si (1.3247, -1.2365, -3.0901)
C (3.1514, -1.5251, -2.8401)
C (0.9822, 0.5675, -3.3810)
C (0.7139, -2.2683, -4.5289)
H (-3.1937, -4.4791, 1.5613)
H (-3.6340, -3.1647, 0.4583)
H (-2.5920, -2.8363, 1.8568)
H (-1.2829, -5.8553, 0.8573)
H (0.7170, -6.1274, -0.5945)
H (1.5937, -4.2261, -1.9115)
H (3.3806, -2.5795, -2.6673)
H (3.5484, -0.9468, -2.0043)
H (3.6899, -1.2145, -3.7403)
H (1.3464, 1.1686, -2.5457)
H (-0.0940, 0.7373, -3.4743)
H (1.4653, 0.9207, -4.2948)
H (0.8532, -3.3377, -4.3508)
H (1.2503, -2.0153, -5.4462)
H (-0.3502, -2.0936, -4.7026)
C (-4.6147, 4.0891, 0.3378)
C (-3.8641, 4.0140, -0.9991)
C (-2.5266, 4.7589, -0.8766)
C (-4.7083, 4.7127, -2.0645)
C (-3.5924, 2.5498, -1.3444)
C (-4.0745, 1.9488, -2.5065)
C (-3.8211, 0.6134, -2.8315)
C (-3.0492, -0.0997, -1.9529)
O (-2.6357, -1.4218, -2.0237)
B (-1.8250, -1.5630, -0.9243)
O (-1.8109, -0.4500, -0.1007)
C (-2.5577, 0.4890, -0.7969)
C (-2.8186, 1.7881, -0.4565)
H (-4.8122, 5.1308, 0.5988)
H (-4.0382, 3.6451, 1.1500)
H (-5.5695, 3.5641, 0.2744)
H (-2.7042, 5.8082, -0.6323)
H (-1.9709, 4.7127, -1.8150)
H (-1.8990, 4.3346, -0.0917)
H (-4.8670, 5.7521, -1.7732)
H (-5.6885, 4.2450, -2.1727)
H (-4.2120, 4.7125, -3.0366)
H (-4.6709, 2.5278, -3.1958)
H (-4.2071, 0.1663, -3.7369)
H (-2.4246, 2.1961, 0.4644)
C (1.2084, -1.9604, 7.3008)
C (1.5710, -1.4590, 5.9338)
C (2.8162, -0.9000, 5.6638)
C (3.0377, -0.4956, 4.3614)
N (2.1264, -0.6147, 3.4044)
C (0.9571, -1.1586, 3.7561)
S (-0.3081, -1.3004, 2.5548)
N (0.6478, -1.5878, 4.9874)
H (1.9627, -1.6930, 8.0391)
H (1.1086, -3.0467, 7.2769)
H (0.2436, -1.5534, 7.6007)
H (3.5670, -0.7883, 6.4332)
H (3.9825, -0.0509, 4.0597)

Here are the Löwdin charges for atoms 1 to 6, given in e: 0.179, 0.984, -0.566, -0.129, -0.084, -0.039

***

2.
This record from the Open Molecules 2025 dataset describes a cluster of 8 separate species, C34H38Br2N6O11 in total in a non-equilibrium geometry. The level of theory is the ωB97M-V functional and the def2-TZVPD basis.

- Total charge: +1
- HOMO (alpha / beta): -11.35 / -11.35 eV
- Orbital gap (alpha / beta): 7.9 / 6.1 eV
- Multiplicity: 2

Positions of all 91 atoms, in Å:
N (-0.3224, -1.3390, -0.2896)
H (-0.7911, -1.5683, -1.1543)
H (-0.2708, -0.3319, -0.2342)
H (0.5493, -1.8062, -0.4945)
H (-0.9150, -1.7765, 0.4014)
C (0.0386, -2.7748, -3.5684)
C (1.0685, -3.7583, -2.9320)
O (1.1334, -3.3811, -1.5435)
H (-0.2424, -3.0841, -4.5751)
H (0.5486, -1.8117, -3.5873)
H (-0.8440, -2.6480, -2.9415)
H (1.9673, -3.6499, -3.5392)
H (0.8708, -4.7959, -3.2012)
Br (-1.1377, -8.0463, -0.5237)
C (-0.9656, -6.1335, -0.1320)
C (-1.3734, -6.0093, 1.3237)
Br (-1.4701, -4.2474, 1.9789)
H (-1.5488, -5.4459, -0.7445)
H (0.0806, -5.8983, -0.3275)
H (-0.7761, -6.6338, 1.9880)
H (-2.4148, -6.3287, 1.3632)
C (-4.8903, 0.4868, 5.4857)
C (-4.6923, -0.3416, 4.4490)
C (-3.4336, -0.4768, 3.7829)
C (-2.4108, 0.4063, 4.1636)
C (-2.6348, 1.2876, 5.2317)
C (-3.8993, 1.4228, 5.8603)
N (-1.0640, 0.2261, 3.7148)
O (-0.8369, -0.1744, 2.5356)
O (-0.1880, 0.2375, 4.5870)
H (-5.8962, 0.6075, 5.8600)
H (-5.5317, -0.9843, 4.2283)
H (-3.2515, -1.2853, 3.0903)
H (-1.7425, 1.8702, 5.4073)
H (-4.0596, 2.0932, 6.6917)
C (5.3442, -0.3721, -3.7785)
C (4.0189, -0.6482, -3.7833)
C (3.2421, -0.3231, -2.6192)
C (3.8849, 0.3113, -1.5621)
C (5.2826, 0.5605, -1.6111)
C (6.0109, 0.1840, -2.6777)
N (3.1880, 0.4840, -0.3253)
O (1.9762, 0.2564, -0.2894)
O (3.8613, 0.7284, 0.6703)
H (5.8996, -0.6764, -4.6533)
H (3.6616, -1.2770, -4.5854)
H (2.2283, -0.6952, -2.6080)
H (5.6535, 1.0309, -0.7124)
H (7.0900, 0.1437, -2.6606)
C (-3.6118, 5.3859, -1.8598)
C (-3.1864, 4.0866, -2.2186)
C (-2.9494, 3.1004, -1.2973)
C (-2.8471, 3.4527, 0.0082)
C (-3.0211, 4.8270, 0.3922)
C (-3.3213, 5.7664, -0.5196)
N (-2.4432, 2.3987, 0.9983)
O (-2.6865, 2.5662, 2.1867)
O (-1.9930, 1.3579, 0.5729)
H (-4.0951, 5.9835, -2.6185)
H (-3.2029, 3.8728, -3.2771)
H (-2.8008, 2.0841, -1.6311)
H (-2.9930, 5.0621, 1.4460)
H (-3.4850, 6.7722, -0.1617)
C (0.4713, 5.3344, -4.6421)
C (-0.3875, 4.4993, -5.3632)
C (-0.7240, 3.2902, -4.7992)
C (-0.0898, 2.8556, -3.5677)
C (0.7648, 3.7283, -2.8964)
C (1.0815, 4.9999, -3.5163)
N (-0.2960, 1.4692, -3.0589)
O (-0.3256, 1.2698, -1.7819)
O (-0.6316, 0.6239, -3.8746)
H (0.6226, 6.3203, -5.0562)
H (-0.7823, 4.7052, -6.3471)
H (-1.4317, 2.5730, -5.1881)
H (1.1608, 3.6026, -1.8995)
H (1.8893, 5.6259, -3.1672)
C (2.1063, -3.4895, 2.3286)
C (2.1064, -3.9258, 3.5967)
C (2.2174, -2.9988, 4.6505)
C (2.3087, -1.6336, 4.3988)
C (2.3084, -1.2533, 3.0473)
C (2.3365, -2.1857, 2.0340)
N (2.2296, -0.6070, 5.5277)
O (2.8086, 0.4442, 5.2685)
O (1.5720, -0.9007, 6.4801)
H (2.0020, -4.1859, 1.5098)
H (2.0319, -4.9941, 3.7365)
H (2.5061, -3.3562, 5.6279)
H (2.4121, -0.2101, 2.7877)
H (2.3733, -1.9319, 0.9849)

Here are the Löwdin charges for atoms 1 to 6, given in e: 0.336, 0.106, 0.072, 0.065, 0.082, -0.055

***

3.
This record from the Open Molecules 2025 dataset describes a structure of composition C34H38CrIN2O2Si2. The level of theory is the ωB97M-V functional and the def2-TZVPD basis.

- Total charge: -1
- Relative energy (zero: lowest compared OMol25 entry of this formula, charge and spin): 0.00 kJ/mol
- HOMO (alpha / beta): -2.92 / -4.45 eV
- Orbital gap (alpha / beta): 5.1 / 6.6 eV
- Multiplicity: 5

Positions of all 80 atoms, in Å:
Cr (0.7884, -0.0539, 0.3621)
C (2.7089, -2.1126, -1.3900)
O (1.4570, -1.7809, -0.8127)
C (0.4468, -2.7369, -0.8681)
C (0.6514, -4.0221, -1.3142)
C (-0.4287, -4.9042, -1.3953)
C (-1.6861, -4.4635, -1.0210)
C (-1.8826, -3.1642, -0.5618)
C (-0.8165, -2.2676, -0.4760)
N (-0.8997, -0.9619, -0.0329)
N (-2.1429, -0.5761, 0.2977)
C (-2.3516, 0.5533, 1.0044)
C (-1.3640, 1.4017, 1.5788)
O (-0.0658, 1.2330, 1.4214)
C (-1.7716, 2.4990, 2.3713)
C (-3.0829, 2.8014, 2.5910)
C (-4.1111, 2.0017, 2.0204)
C (-5.4776, 2.2970, 2.2316)
C (-6.4648, 1.5208, 1.6888)
C (-6.1115, 0.4043, 0.9038)
C (-4.7936, 0.0971, 0.6871)
C (-3.7528, 0.8827, 1.2371)
H (2.5760, -2.3961, -2.4354)
H (3.1811, -2.9260, -0.8370)
H (3.3252, -1.2223, -1.3278)
H (1.6365, -4.3550, -1.6109)
H (-0.2718, -5.9149, -1.7492)
H (-2.5332, -5.1368, -1.0815)
H (-2.8594, -2.8151, -0.2629)
H (-0.9816, 3.1027, 2.8025)
H (-3.3544, 3.6583, 3.1976)
H (-5.7304, 3.1622, 2.8365)
H (-7.5073, 1.7624, 1.8578)
H (-6.8866, -0.2147, 0.4668)
H (-4.5196, -0.7542, 0.0795)
I (3.4339, 0.7102, 0.9512)
C (3.6221, -0.8555, 2.3214)
C (4.8483, -1.0602, 2.8718)
C (4.9926, -2.0741, 3.8487)
C (3.9036, -2.7991, 4.2263)
C (2.6239, -2.5694, 3.6565)
C (1.4978, -3.3066, 4.0959)
C (0.2742, -3.0395, 3.5633)
C (0.1216, -2.0617, 2.5491)
C (1.1644, -1.3263, 2.0339)
C (2.4428, -1.5762, 2.6448)
H (5.6955, -0.4549, 2.5777)
H (5.9623, -2.2535, 4.2973)
H (3.9947, -3.5693, 4.9853)
H (1.6301, -4.0664, 4.8595)
H (-0.5962, -3.5893, 3.9031)
H (-0.8805, -1.9077, 2.1649)
C (-0.4016, -0.8912, -3.4778)
Si (0.3229, 0.8124, -3.1734)
C (-1.0400, 1.9032, -3.8885)
C (1.7417, 0.9141, -4.4205)
C (0.9924, 1.2308, -1.5071)
Si (1.1325, 3.0513, -1.1374)
C (2.7677, 3.6796, -1.8612)
C (-0.2068, 4.1941, -1.8117)
C (1.1723, 3.6683, 0.6476)
H (-0.7013, -0.9196, -4.5319)
H (-1.2911, -1.0751, -2.8681)
H (0.2938, -1.7161, -3.3087)
H (-1.4507, 1.3814, -4.7591)
H (-0.6731, 2.8747, -4.2228)
H (-1.8606, 2.0741, -3.1857)
H (1.4024, 0.6211, -5.4211)
H (2.5673, 0.2495, -4.1361)
H (2.1451, 1.9306, -4.4812)
H (2.0585, 0.9702, -1.6596)
H (2.8190, 3.4846, -2.9376)
H (3.6256, 3.1737, -1.3979)
H (2.8901, 4.7574, -1.6996)
H (-0.0849, 4.4217, -2.8716)
H (-0.1466, 5.1356, -1.2548)
H (-1.2112, 3.7865, -1.6633)
H (1.7108, 3.0577, 1.3676)
H (0.1495, 3.7614, 1.0204)
H (1.6221, 4.6685, 0.6306)

Here are the Löwdin charges for atoms 1 to 6, given in e: 0.539, -0.067, -0.219, -0.232, -0.034, -0.111